Computed, not measured: the ion C5H8N with charge +1 at a distorted geometry, with ωB97M-V/def2-TZVPD.

HOMO level: -0.5251 hartree
maximum force: 3.285 eV/A
LUMO: -6.78 eV

Structure (ORCA input):
```
! wB97M-V def2-TZVPD RIJCOSX def2/J DEFGRID3
* xyz 1 1
C 1.11 -0.34 -2.03
C -1.60 0.01 1.10
C 0.86 -0.27 0.48
C -0.24 0.66 0.89
C -1.31 0.79 -0.02
N 0.54 -0.45 -0.93
H 0.44 -0.63 -2.85
H 2.16 0.00 -2.07
H -1.59 -1.01 1.09
H -2.04 0.46 1.99
H 1.82 0.29 0.69
H 0.82 -1.23 1.09
H -0.16 1.44 1.70
H -1.74 0.76 -1.02
*
```

Results of the Löwdin charge analysis, in e, for atoms 1 through 6: number 1, C, carries 0.049; number 2, C, carries -0.021; number 3, C, carries -0.140; number 4, C, carries -0.218; number 5, C, carries 0.199; number 6, N, carries -0.037


Computed, not measured: a cluster of 2 separate species, C5H8N in total at a distorted geometry, with ωB97M-V/def2-TZVPD.

HOMO level (spin up / spin down): -0.5649 / -0.5604 hartree
maximum force: 5.223 eV/A
LUMO (spin up / spin down): -6.50 / -5.85 eV

Structure (ORCA input):
```
! wB97M-V def2-TZVPD RIJCOSX def2/J DEFGRID3
* xyz 1 1
C -1.84 0.81 -0.25
C -1.61 -0.68 0.03
C 0.78 -0.53 -0.45
C -0.55 0.09 -0.57
C 2.04 0.09 -0.05
N -0.31 -0.65 0.65
H -2.35 1.20 -1.05
H -1.74 1.61 0.46
H -2.26 -1.57 0.10
H 0.70 -1.56 -0.88
H 2.49 0.44 -0.88
H 2.63 -0.64 0.30
H 1.80 0.79 0.65
H 0.23 0.61 1.94
*
```

Results of the Löwdin charge analysis, in e, for atoms 1 through 6: number 1, C, carries 0.079; number 2, C, carries -0.030; number 3, C, carries -0.114; number 4, C, carries -0.179; number 5, C, carries 0.019; number 6, N, carries 0.096


Computed, not measured: a cluster of 2 separate species, C5H8N in total at a distorted geometry, with ωB97M-V/def2-TZVPD.

HOMO level: -0.5494 hartree
maximum force: 6.161 eV/A
LUMO: -5.20 eV

Structure (ORCA input):
```
! wB97M-V def2-TZVPD RIJCOSX def2/J DEFGRID3
* xyz 1 1
C 1.54 -0.18 -0.20
C 0.59 -0.77 0.46
C -0.25 1.79 0.06
C -0.70 0.88 -1.04
C -0.28 -1.84 0.93
N 0.35 0.56 -0.15
H 3.01 -0.69 -0.92
H 0.37 2.65 -0.29
H -1.03 2.11 0.71
H -1.65 0.35 -1.02
H -0.48 1.21 -2.03
H -0.54 -1.36 1.91
H 0.27 -2.75 1.22
H -1.20 -1.97 0.36
*
```

Results of the Löwdin charge analysis, in e, for atoms 1 through 6: number 1, C, carries 0.083; number 2, C, carries -0.139; number 3, C, carries -0.015; number 4, C, carries -0.029; number 5, C, carries 0.019; number 6, N, carries -0.152